C29H24AuIP | ωB97M-V with the def2-TZVPD basis set

HOMO energy (alpha / beta) = -17.514 / -17.515 eV
orbital gap (alpha / beta) = 5.1 / 5.1 eV
E = -51516.310 eV

The geometry in ORCA input format:
```
! RIJCOSX wB97M-V def2-TZVPD def2/J DEFGRID3
* xyz 3 1
Au -1.750 -0.374 -0.402
C -2.268 -0.337 3.875
C -2.954 -0.138 2.558
C -3.644 1.049 2.277
C -4.360 1.223 1.104
C -4.427 0.194 0.160
C -3.763 -1.017 0.412
C -3.003 -1.171 1.609
H -3.020 -0.521 4.647
H -1.721 0.554 4.185
H -1.596 -1.194 3.861
H -3.636 1.845 3.013
H -4.904 2.143 0.936
H -5.036 0.298 -0.729
H -3.990 -1.890 -0.193
H -2.575 -2.140 1.841
I -1.440 1.098 -2.531
C 0.029 0.184 -3.609
C -0.274 0.001 -4.945
C 0.739 -0.374 -5.836
C 2.010 -0.547 -5.362
C 2.313 -0.428 -3.982
C 3.631 -0.655 -3.536
C 3.952 -0.596 -2.202
C 2.942 -0.374 -1.269
C 1.632 -0.089 -1.658
P 0.569 0.072 -0.239
C 0.896 -1.244 0.876
C 0.595 -2.551 0.426
C 0.828 -3.632 1.252
C 1.363 -3.423 2.520
C 1.679 -2.138 2.966
C 1.432 -1.043 2.163
C 0.618 1.662 0.511
C 0.009 1.853 1.762
C 0.098 3.084 2.381
C 0.769 4.130 1.749
C 1.342 3.954 0.493
C 1.264 2.726 -0.137
C 1.298 -0.084 -3.046
H -1.277 0.173 -5.315
H 0.511 -0.502 -6.885
H 2.815 -0.793 -6.044
H 4.394 -0.890 -4.268
H 4.968 -0.757 -1.869
H 3.202 -0.406 -0.217
H 0.211 -2.715 -0.577
H 0.611 -4.635 0.911
H 1.544 -4.270 3.169
H 2.132 -2.002 3.939
H 1.685 -0.049 2.507
H -0.515 1.040 2.249
H -0.348 3.239 3.354
H 0.845 5.091 2.241
H 1.857 4.775 0.014
H 1.720 2.589 -1.110
*
```

C29H24BClO2PPd | ωB97M-V with the def2-TZVPD basis set

HOMO energy (alpha / beta) = -8.801 / -10.670 eV
orbital gap (alpha / beta) = 6.9 / 3.5 eV
expectation value of S² = 6.023
E = -60515.481 eV

The geometry in ORCA input format:
```
! RIJCOSX wB97M-V def2-TZVPD def2/J DEFGRID3
* xyz 1 5
C -2.123 2.658 -0.498
C -1.246 2.561 -1.628
C -1.589 1.382 -2.348
H -0.506 3.309 -1.916
C -2.696 0.756 -1.689
C -3.031 1.557 -0.541
H -3.867 1.390 0.130
H -2.167 3.469 0.221
H -1.152 1.003 -3.272
H -3.230 -0.124 -2.008
Pd -0.974 0.698 -0.008
Cl -2.046 -1.474 0.576
P 0.698 -0.458 -0.693
C 0.432 -1.039 -2.392
C 1.486 -0.912 -3.319
H 2.416 -0.408 -3.060
C 1.377 -1.459 -4.592
H 2.180 -1.308 -5.316
C 0.244 -2.209 -4.928
H 0.159 -2.655 -5.919
C -0.785 -2.398 -4.000
H -1.656 -3.010 -4.260
C -0.707 -1.785 -2.743
H -1.510 -1.880 -2.011
C 2.018 0.774 -0.881
C 1.945 1.825 -1.816
H 1.099 1.932 -2.506
C 2.957 2.786 -1.870
H 2.912 3.575 -2.636
C 4.012 2.734 -0.940
H 4.780 3.512 -0.960
C 4.061 1.720 0.032
H 4.887 1.668 0.753
C 3.028 0.779 0.105
H 3.013 0.056 0.932
C 1.436 -1.906 0.134
C 2.093 -2.852 -0.674
H 1.957 -2.835 -1.761
C 2.925 -3.815 -0.115
H 3.457 -4.517 -0.760
C 3.054 -3.873 1.273
H 3.710 -4.620 1.714
C 2.294 -3.042 2.093
H 2.371 -3.140 3.175
C 1.438 -2.079 1.527
H 0.776 -1.472 2.141
O -2.292 1.598 2.166
B -1.534 0.407 1.970
O -1.427 -0.267 3.229
C -2.170 0.482 4.111
C -2.774 0.096 5.306
C -3.786 0.875 5.874
C -4.184 2.060 5.254
C -3.568 2.465 4.065
C -2.614 1.650 3.486
H -2.473 -0.839 5.766
H -4.279 0.561 6.788
H -4.985 2.656 5.689
H -3.846 3.383 3.549
*
```

C29H24Cl2F4N3O5Re | ωB97M-V with the def2-TZVPD basis set

HOMO energy (alpha / beta) = -10.555 / -10.563 eV
orbital gap (alpha / beta) = 6.2 / 6.4 eV
expectation value of S² = 0.758
E = -83209.589 eV
ΔE to the lowest compared entry with this formula, charge and spin = 33.96 kcal/mol

The geometry in ORCA input format:
```
! RIJCOSX wB97M-V def2-TZVPD def2/J DEFGRID3
* xyz 1 2
Re -0.344 0.550 -0.398
C 3.123 -0.368 0.588
C 2.853 0.029 -0.847
N 1.766 1.032 -1.046
C 1.481 1.118 -2.514
C 0.431 0.095 -2.912
C 2.157 2.382 -0.544
C 0.930 3.085 0.063
N -0.275 2.498 -0.531
C -1.277 3.366 -1.001
C -1.839 3.255 -2.266
F -1.370 2.332 -3.123
C -2.866 4.089 -2.672
F -3.357 3.941 -3.901
C -3.368 5.063 -1.834
C -2.823 5.178 -0.571
F -3.290 6.090 0.281
C -1.804 4.343 -0.156
F -1.333 4.441 1.096
H 3.961 -1.065 0.603
H 3.407 0.481 1.213
H 2.267 -0.875 1.028
H 3.759 0.435 -1.309
H 2.568 -0.857 -1.412
H 1.101 2.115 -2.726
H 2.405 0.982 -3.083
H -0.576 0.223 -2.421
H 0.151 0.239 -3.956
H 0.745 -0.933 -2.761
H 2.946 2.288 0.199
H 2.566 2.958 -1.375
H 0.914 2.938 1.145
H 0.973 4.159 -0.115
H -4.168 5.714 -2.156
Cl -5.269 0.151 0.076
C -4.108 0.354 1.320
C -4.533 0.427 2.666
C -3.632 0.582 3.678
Cl -4.179 0.663 5.311
C -2.239 0.678 3.403
C -1.219 0.815 4.359
C 0.089 0.884 3.946
C 0.388 0.820 2.585
N -0.548 0.693 1.658
C -1.855 0.614 2.057
C -2.776 0.439 1.013
O -2.266 0.352 -0.227
H -5.589 0.355 2.884
H -1.472 0.862 5.409
H 0.896 0.983 4.656
H 1.409 0.864 2.237
O -0.617 -2.128 1.511
C 0.040 -2.301 0.512
O 0.180 -1.336 -0.423
C 0.708 -3.576 0.165
C 0.624 -4.619 1.079
C 1.228 -5.852 0.834
C 1.904 -5.982 -0.354
O 2.575 -7.063 -0.822
C 3.029 -6.723 -2.136
O 2.723 -5.342 -2.352
C 1.989 -4.944 -1.273
C 1.405 -3.730 -1.047
H 0.071 -4.456 1.993
H 1.166 -6.669 1.539
H 2.499 -7.333 -2.869
H 4.106 -6.870 -2.193
H 1.458 -2.936 -1.777
*
```

C29H24F9N6O4OsPSSb | ωB97M-V with the def2-TZVPD basis set

HOMO energy (alpha / beta) = -13.439 / -13.714 eV
orbital gap (alpha / beta) = 5.6 / 5.2 eV
expectation value of S² = 8.760
E = -101162.360 eV
ΔE to the lowest compared entry with this formula, charge and spin = 0.00 kcal/mol

The geometry in ORCA input format:
```
! RIJCOSX wB97M-V def2-TZVPD def2/J DEFGRID3
* xyz 2 6
Os 2.965 -18.932 5.581
N 0.925 -18.084 5.330
N 0.005 -19.152 5.187
C 0.416 -20.322 5.846
O -0.399 -21.105 6.398
O 1.693 -20.461 5.963
H 0.668 -17.437 6.097
H 0.929 -17.572 4.444
H -0.953 -18.944 5.419
N 7.349 -18.176 13.008
C 6.667 -18.487 11.881
C 7.263 -19.220 10.834
C 6.515 -19.618 9.732
C 5.163 -19.247 9.652
C 4.563 -18.478 10.637
C 5.315 -18.053 11.708
S 4.263 -19.986 8.358
O 4.872 -21.218 7.934
O 2.847 -20.049 8.834
N 4.265 -18.892 7.081
C 5.355 -18.629 6.307
N 4.848 -18.339 5.076
C 5.630 -18.095 3.978
C 6.999 -18.021 4.259
C 7.437 -18.317 5.554
N 6.610 -18.723 6.538
H 8.223 -18.645 13.244
H 6.841 -17.866 13.817
H 8.281 -19.592 10.970
H 7.012 -20.167 8.921
H 3.536 -18.096 10.497
H 4.869 -17.469 12.510
H 5.094 -17.869 3.064
H 7.770 -17.760 3.491
H 8.489 -18.243 5.838
F 3.974 -22.881 14.329
C 3.372 -22.665 13.136
C 3.829 -23.364 12.013
C 3.250 -23.201 10.772
C 2.205 -22.285 10.623
C 1.685 -21.613 11.744
C 2.268 -21.817 13.006
Sb 1.429 -21.732 8.661
C 1.968 -23.466 7.286
C 0.855 -24.028 6.720
C 0.937 -25.265 6.079
C 2.188 -25.850 5.895
F 2.301 -27.027 5.204
C 3.331 -25.267 6.437
C 3.199 -24.028 7.090
C -0.006 -20.109 9.293
C 0.119 -18.725 9.179
C -1.015 -17.932 9.453
C -2.217 -18.537 9.856
F -3.312 -17.766 10.210
C -2.314 -19.928 9.946
C -1.201 -20.721 9.658
H 4.620 -24.113 12.118
H 3.645 -23.727 9.907
H 0.807 -20.957 11.604
H 1.898 -21.280 13.879
H -0.140 -23.526 6.783
H 0.042 -25.764 5.693
H 4.302 -25.738 6.291
H 4.100 -23.489 7.408
H 1.075 -18.251 8.918
H -0.927 -16.827 9.350
H -3.252 -20.342 10.296
H -1.247 -21.799 9.737
F 3.712 -19.507 2.575
P 2.530 -18.528 1.954
F 1.362 -19.228 2.890
F 2.838 -17.418 3.161
F 3.697 -17.799 1.044
F 1.389 -17.481 1.396
F 2.234 -19.551 0.715
*
```

The highest E belongs to which entry? C29H24AuIP